No. 1
{"formula": "C5H11NO", "method": "ωB97M-V with the def2-TZVPD basis set", "elements": ["C", "C", "C", "C", "N", "C", "O", "H", "H", "H", "H", "H", "H", "H", "H", "H", "H", "H"], "xyz": [[-2.0444, 1.6360, -1.0845], [-1.7068, 0.3082, -0.3205], [-0.2670, 0.2927, 0.2669], [0.4804, -1.0384, 0.5363], [1.7420, -1.0844, 1.1776], [2.8822, -0.9401, 0.3728], [2.7027, -0.6748, -0.7621], [-2.5534, 1.3667, -2.0298], [-2.6824, 2.3159, -0.5171], [-1.0289, 2.0607, -1.2409], [-1.6156, -0.4995, -1.1484], [-2.5658, 0.1684, 0.4225], [0.5111, 0.7400, -0.3532], [-0.0467, 0.8725, 1.1653], [-0.1496, -1.8098, 1.0340], [0.5991, -1.5424, -0.6274], [1.9061, -1.1524, 2.2105], [3.8369, -1.0192, 0.8980]], "atomic_forces_ev_per_a": [[1.129, -0.904, 0.094], [0.173, -0.667, -0.751], [1.807, 0.288, 1.238], [-2.699, -3.404, -3.243], [2.653, 0.487, 1.193], [-2.253, 0.205, 2.701], [1.093, 0.404, -2.947], [0.391, 0.475, 0.412], [0.231, -0.036, 0.002], [-1.011, 0.379, -0.481], [-0.825, 0.881, 1.572], [1.525, -0.626, -0.896], [-0.679, 0.516, -0.985], [-1.020, 0.297, 0.452], [0.043, 0.691, -0.081], [-0.024, 1.227, 3.330], [-0.762, -0.025, -1.638], [0.231, -0.187, 0.030]], "mulliken_charge": [-0.99, -0.03, -0.80, -0.63, -0.13, -0.05, -0.49, 0.27, 0.27, 0.31, 0.21, 0.28, 0.27, 0.34, 0.36, 0.21, 0.24, 0.37], "molar_mass_da": 101.1, "spin_multiplicity": 1, "homo_ev": -9.519, "gap_ha": 0.38585, "de_lowest_kcal_mol": 45.9, "smiles": "CCCCNC=O"}

---

No. 2
{"formula": "C33H34BCl2CrIN10S", "method": "ωB97M-V with the def2-TZVPD basis set", "elements": ["Cr", "C", "C", "C", "C", "N", "N", "B", "N", "C", "C", "C", "C", "N", "N", "C", "C", "C", "C", "N", "N", "C", "C", "C", "C", "N", "H", "H", "H", "H", "H", "H", "H", "H", "H", "H", "H", "H", "H", "H", "H", "H", "H", "H", "H", "H", "Cl", "C", "C", "C", "C", "C", "Cl", "C", "S", "H", "H", "H", "I", "C", "C", "C", "C", "N", "C", "H", "H", "H", "H", "C", "C", "C", "C", "N", "C", "C", "H", "H", "H", "H", "H", "H", "H"], "xyz": [[0.4445, 0.4743, 0.1378], [1.7519, 0.5495, -3.2827], [0.4140, -0.0556, -3.0210], [-0.4129, -0.6757, -3.9559], [-1.5281, -1.0657, -3.2444], [-1.3690, -0.6962, -1.9671], [-0.1687, -0.0719, -1.8159], [-2.2319, -1.0407, -0.7293], [-1.3588, -1.9796, 0.1503], [-1.3823, -3.3151, 0.2580], [-0.3480, -3.7121, 1.0750], [0.3057, -2.5259, 1.4243], [1.4851, -2.3895, 2.3273], [-0.2924, -1.4883, 0.8343], [-2.6074, 0.2521, 0.0470], [-3.8424, 0.6526, 0.4020], [-3.7426, 1.8795, 1.0213], [-2.3754, 2.1826, 0.9958], [-1.6728, 3.4009, 1.4945], [-1.7038, 1.1874, 0.4217], [-3.5324, -1.7235, -1.0901], [-4.3276, -2.5137, -0.3267], [-5.5513, -2.6048, -0.9386], [-5.4305, -1.8069, -2.0951], [-6.4598, -1.5275, -3.1382], [-4.2255, -1.2728, -2.1683], [2.1486, 0.1561, -4.2171], [2.4610, 0.3218, -2.4879], [1.6880, 1.6343, -3.3847], [-0.2209, -0.8145, -5.0046], [-2.4295, -1.5576, -3.5549], [-2.1253, -3.9032, -0.2545], [-0.1066, -4.7126, 1.3862], [1.2870, -2.8911, 3.2750], [1.7222, -1.3492, 2.5279], [2.3646, -2.8601, 1.8850], [-4.7053, 0.0496, 0.1740], [-4.5447, 2.4801, 1.4116], [-1.9301, 3.5998, 2.5357], [-1.9519, 4.2820, 0.9135], [-0.5927, 3.2797, 1.4294], [-3.9968, -2.9158, 0.6176], [-6.4083, -3.1628, -0.6038], [-7.2689, -2.2535, -3.0862], [-6.0215, -1.5698, -4.1342], [-6.8905, -0.5345, -3.0047], [2.9564, -0.6514, -0.0938], [3.9840, -1.9252, -0.7114], [5.3285, -1.8387, -0.4545], [6.1571, -2.8536, -0.9308], [5.6324, -3.9190, -1.6415], [4.2700, -3.9881, -1.8846], [3.6767, -5.3335, -2.7712], [3.3713, -2.9886, -1.4282], [1.7008, -3.0589, -1.7196], [5.7279, -1.0057, 0.1041], [7.2206, -2.8084, -0.7427], [6.2749, -4.7046, -2.0115], [-1.1206, 5.4413, -2.5957], [0.4649, 4.3634, -1.8247], [1.7649, 4.8555, -1.8285], [2.7840, 4.0831, -1.2904], [2.4705, 2.8489, -0.7576], [1.2183, 2.3715, -0.7504], [0.2330, 3.1117, -1.2784], [1.9779, 5.8291, -2.2483], [3.8079, 4.4273, -1.2877], [3.2413, 2.2021, -0.3618], [-0.7592, 2.6809, -1.2590], [1.2217, 2.5236, 6.1971], [1.1270, 1.9860, 4.8029], [2.1033, 2.2795, 3.8499], [1.9709, 1.7918, 2.5687], [0.9339, 1.0340, 2.1830], [-0.0036, 0.7354, 3.0971], [0.0616, 1.1867, 4.3990], [2.2416, 2.4556, 6.5736], [0.5606, 1.9888, 6.8756], [0.9362, 3.5774, 6.2091], [2.9651, 2.8818, 4.1034], [2.7254, 2.0002, 1.8227], [-0.8214, 0.1165, 2.7543], [-0.7217, 0.9115, 5.0921]], "atomic_forces_ev_per_a": [[-0.389, 0.025, -0.007], [0.058, 0.011, -0.002], [0.037, 0.032, 0.036], [-0.059, -0.002, 0.095], [0.079, -0.003, -0.016], [-0.082, 0.065, -0.185], [0.080, -0.032, 0.175], [-0.018, -0.005, 0.114], [0.108, 0.005, -0.024], [-0.072, -0.112, -0.051], [-0.040, 0.079, 0.031], [0.063, -0.075, -0.031], [0.044, -0.032, -0.024], [0.024, 0.396, 0.008], [-0.036, 0.064, 0.131], [0.011, 0.005, -0.040], [-0.002, -0.025, -0.095], [-0.010, -0.088, 0.081], [-0.012, 0.034, 0.091], [0.190, -0.027, -0.171], [0.000, -0.094, -0.177], [-0.129, -0.001, 0.210], [0.101, -0.004, 0.108], [0.001, 0.006, -0.007], [-0.052, 0.003, -0.059], [0.003, 0.044, -0.106], [0.004, -0.004, -0.001], [-0.031, 0.021, -0.039], [-0.010, 0.025, -0.004], [-0.001, -0.005, -0.028], [-0.054, -0.026, -0.026], [0.010, 0.036, 0.026], [0.015, -0.027, 0.011], [-0.001, 0.005, 0.002], [0.014, 0.013, 0.002], [0.014, -0.012, 0.003], [-0.029, 0.015, 0.017], [-0.023, 0.018, 0.012], [-0.005, 0.018, -0.004], [-0.014, -0.002, -0.011], [0.046, -0.015, 0.010], [0.029, -0.019, -0.066], [-0.013, -0.017, -0.004], [-0.003, -0.011, 0.001], [0.004, 0.016, 0.004], [0.001, 0.005, 0.001], [0.525, 0.017, 0.121], [-0.343, 0.055, 0.019], [0.038, -0.139, -0.081], [-0.025, 0.039, 0.016], [-0.048, -0.009, -0.009], [0.045, -0.084, -0.052], [0.041, -0.013, 0.003], [0.192, 0.037, 0.035], [-0.072, 0.020, -0.001], [0.003, 0.018, 0.009], [0.019, 0.005, 0.005], [-0.002, -0.009, -0.004], [-0.091, 0.080, -0.052], [0.320, -0.092, 0.079], [-0.078, 0.073, -0.028], [-0.110, -0.010, -0.023], [-0.288, -0.071, -0.157], [-0.156, -0.201, 0.335], [0.256, -0.035, 0.015], [0.009, 0.012, -0.013], [0.003, 0.040, -0.014], [0.011, -0.037, 0.051], [0.002, -0.034, 0.001], [-0.007, 0.004, 0.018], [0.040, -0.001, -0.025], [-0.093, -0.048, 0.066], [-0.145, -0.157, 0.039], [-0.127, 0.032, -0.276], [0.175, 0.114, -0.078], [0.067, 0.039, -0.007], [0.005, 0.007, 0.004], [0.000, -0.001, 0.002], [0.006, 0.000, 0.005], [0.002, 0.013, 0.028], [-0.018, 0.014, -0.035], [-0.006, 0.001, -0.013], [0.001, 0.015, 0.028]], "mulliken_charge": [0.13, -1.20, -0.04, -1.67, -0.02, 0.73, 1.17, -0.52, 0.48, 0.04, -1.81, 0.31, -1.40, 1.01, 0.78, -0.03, -1.67, 0.39, -1.20, 0.35, 0.36, -0.28, -1.27, 0.78, -1.33, -1.23, 0.42, 0.08, 0.21, 0.54, 0.65, 0.74, 0.49, 0.43, 0.06, 0.23, 0.42, 0.54, 0.39, 0.30, -0.01, 0.64, 0.43, 0.38, 0.35, 0.25, -0.05, 0.03, -0.76, -0.49, -0.69, 0.36, -0.17, 0.26, -0.07, 0.48, 0.39, 0.45, 0.13, -0.84, -0.24, -1.12, -0.43, 1.10, -0.55, 0.45, 0.50, 0.53, 0.67, -1.51, 1.05, -1.06, -0.44, 1.60, -0.25, -1.24, 0.40, 0.38, 0.30, 0.44, 0.26, 0.27, 0.43], "charge": 1, "molar_mass_da": 863.4, "spin_multiplicity": 6, "homo_ev": [-10.289, -11.005], "gap_ha": [0.29071, 0.23796]}